# C3H7NSi

The molecule C3H7NSi (ωB97M-V/def2-TZVPD, OMol25).

```
12
Properties=species:S:1:pos:R:3:lowdin_charge:R:1
H 1.69298 -0.61849 -0.86801 0.07
H -0.28884 -1.67183 0.87203 -0.05
H 1.30999 0.17700 1.59071 0.05
C 1.13531 0.91688 0.79149 -0.22
C -2.47134 -0.26440 -0.20819 -0.36
C 0.94643 0.18218 -0.53857 -0.39
H 0.07015 1.33952 0.93127 0.08
H 1.92601 1.75463 0.83864 0.09
Si -0.70150 -1.06621 -0.36086 0.70
H -0.88204 -1.70937 -1.70906 -0.04
N -3.54941 0.08329 0.00009 0.04
H 0.81226 0.87681 -1.33954 0.03
```

Values from the calculation:
- orbital gap (eV) = 10.9
- strongest force on any atom (Eh/bohr) = 0.06720
- HOMO energy (eV) = -10.4
- structure (SMILES) = CC[SiH2]C#N
- calculated total energy (eV) = -12590.9110
- LUMO energy (eV) = 0.55
- energy relative to the best compared isomer or geometry (same formula, charge and spin) (kJ/mol) = 77.9

=====

# C11H13NO2

The molecule C11H13NO2 (ωB97M-V/def2-TZVPD, OMol25).

```
27
Properties=species:S:1:pos:R:3:lowdin_charge:R:1
H 2.74023 -3.11763 0.51313 0.14
C 2.32852 -2.07518 0.26529 -0.11
H 1.14792 2.35841 -1.85790 0.15
C 1.21020 -0.53985 -1.18727 -0.15
C -0.95783 1.53537 0.75836 -0.19
C -2.31107 -0.30394 -0.12409 -0.34
H 1.43561 -2.50341 -1.72233 0.12
H -2.32006 0.18404 -1.35010 0.21
C 0.99559 1.90910 -0.82145 -0.08
H 1.15799 2.73252 -0.20124 0.09
H -0.46872 -1.35268 -0.62349 0.14
N -4.73027 -1.69094 -0.20084 0.10
H 3.17938 -1.47149 2.08547 0.16
O -1.22565 -1.29714 0.19272 -0.12
C 1.68896 0.59759 -0.48232 -0.16
H 2.79050 0.92284 1.62495 0.15
H -2.77543 0.62069 1.76577 0.17
O -0.44902 1.52478 -0.60708 -0.21
C 2.74040 -1.13542 1.01926 -0.15
C -3.69361 -1.12737 -0.00806 -0.14
C 1.55290 -1.77191 -0.94699 -0.09
H -3.12102 1.62589 0.07831 0.12
H 0.58330 -0.36833 -2.06823 0.14
C -2.42994 1.00907 0.68771 -0.14
H -0.46550 0.89034 1.46590 0.11
H -1.01413 2.59241 1.03333 0.12
C 2.41077 0.25223 0.71116 0.00
```

Values from the calculation:
- orbital gap (eV) = 10.1
- strongest force on any atom (Eh/bohr) = 0.14092
- HOMO energy (eV) = -9.6
- structure (SMILES) = N#C[C@H](O)CCOCc1ccccc1
- calculated total energy (eV) = -17197.5948
- LUMO energy (eV) = 0.57
- energy relative to the best compared isomer or geometry (same formula, charge and spin) (kJ/mol) = 602.7

=====

# CH8N2O2

A cluster of 3 separate species, CH8N2O2 in total (ωB97M-V/def2-TZVPD, OMol25).

```
13
Properties=species:S:1:pos:R:3:lowdin_charge:R:1
O 1.86430 -0.70211 -0.34603 -0.09
H -2.14114 0.64470 -0.67972 0.08
H -0.50945 0.93560 -0.17961 0.04
H 2.35019 -1.50196 -0.55635 0.03
H -2.44054 -0.50471 1.46863 0.11
O 0.94050 1.82397 -1.19956 -0.07
H 1.87590 1.64080 -1.33513 0.04
H 0.95359 -1.00052 -0.16650 -0.02
H -0.95337 -1.91309 1.90113 0.04
H 0.97066 2.73649 -0.88973 0.05
N -1.40467 0.50800 -0.01684 0.08
N -0.57764 -1.34577 1.14851 0.06
C -1.52973 -0.53253 0.87212 -0.36
```

Values from the calculation:
- orbital gap (eV) = 10.3
- strongest force on any atom (Eh/bohr) = 0.02146
- HOMO energy (eV) = -9.3
- structure (SMILES) = [H]/N=C/N.O.O
- calculated total energy (eV) = -8241.7554
- LUMO energy (eV) = 0.97
- energy relative to the best compared isomer or geometry (same formula, charge and spin) (kJ/mol) = 48.3

=====

# C54H48BrN4O6ReS

A structure of composition C54H48BrN4O6ReS (ωB97M-V/def2-TZVPD, OMol25).

```
115
Properties=species:S:1:pos:R:3:lowdin_charge:R:1
N -2.41928 1.59128 2.02994 0.11
N 1.87402 0.51542 0.90991 -0.08
O 0.69118 0.78581 -1.21192 -0.32
C -1.75747 -5.53136 -0.06038 -0.55
C -3.41026 -2.14668 -0.77863 -0.15
H 7.37032 -3.33176 3.62158 0.11
H 3.58784 0.28216 1.98678 0.14
H -3.11455 1.95515 2.65869 0.11
C 2.04054 -3.40528 -3.69768 -0.06
H -4.26175 -2.99895 4.84450 0.11
O -0.75279 -4.84431 -0.81551 0.00
H 3.62204 0.96744 -0.00759 0.14
H 5.84179 -3.21964 1.67625 0.11
H -5.45100 -2.30934 -4.07018 0.11
H 0.21003 -3.89732 -2.70510 0.12
H -6.13550 -3.66199 -2.11020 0.11
C 1.62949 -3.01053 -1.35307 -0.15
C -5.28178 -0.55542 2.73707 -0.07
Br 0.20848 0.36272 3.63290 0.84
H 4.77269 -2.06115 -2.22706 0.11
H -5.99182 0.26096 2.67274 0.11
H 3.50420 4.99020 -4.58056 0.11
H 4.45559 -1.32545 6.02551 0.12
H 1.63326 -4.39136 4.30844 0.11
H 3.11373 -6.90334 1.17480 0.11
C -2.43046 2.00001 0.75061 -0.67
C 5.55487 -2.77740 2.62250 -0.06
Re -0.19398 -0.14071 0.12262 1.72
C 3.32313 -2.89979 -3.57534 -0.08
C 4.76658 -1.72615 5.06760 -0.03
H -4.53539 -0.25784 0.74887 0.13
C -4.53847 -2.96184 -0.87283 -0.02
C -1.11810 -6.47637 0.93701 0.03
O -1.74055 -0.99909 0.54317 -0.32
H -1.00815 -2.87609 -1.31098 0.14
C 3.71937 2.12769 -2.80962 -0.26
H 0.73556 -2.83215 2.63332 0.10
H -5.85381 -1.10876 4.73359 0.11
O 0.74287 -1.75385 0.48722 -0.31
H -3.51778 -6.68777 -0.46179 0.10
H -1.61774 2.07914 -4.79973 0.11
O -2.48546 -4.51345 0.61943 0.00
H -3.45698 -0.84347 -3.90685 0.11
C -2.96977 3.07184 -1.37164 -0.46
C 1.74664 -4.61371 3.25312 -0.07
C -2.92336 3.39806 -3.72294 -0.07
C -4.46312 -0.84632 1.65859 -0.04
C -1.99673 2.36276 -3.82566 -0.06
C 1.93402 -0.28158 3.22250 -0.65
H -4.85136 -3.54532 -0.01661 0.13
H 6.66022 -2.39895 5.79919 0.11
C 3.91451 -1.61493 3.96499 -0.22
C 1.37181 -4.00075 0.94621 -0.15
H 3.27478 -2.16346 -0.27400 0.11
H 5.42210 1.23619 -2.87856 0.11
C 6.40542 -2.85033 3.71575 -0.07
C -3.48949 -2.67295 2.87289 0.00
C 4.10948 3.17093 -3.63418 -0.01
H 0.53908 3.05540 -2.17864 0.10
C -2.69734 -6.22866 -1.01569 0.03
H -2.81781 -3.52177 2.93481 0.12
C 4.31558 -2.16952 2.74750 -0.05
H 2.14626 -1.10128 5.12081 0.11
C -5.26240 -3.02398 -2.05222 -0.06
H -3.10108 -5.50480 -1.72383 0.09
C 0.75892 -3.06543 -0.09888 -0.33
N 2.62081 1.08817 -0.08477 0.06
C -4.87864 -2.26583 -3.15232 -0.07
C -1.70825 -3.34187 0.68400 -0.18
H -2.10694 0.65121 2.21461 0.01
H -0.50272 -5.92629 1.64708 0.08
C 3.76918 -2.45438 -2.33518 -0.08
O 4.57827 1.12701 -2.42815 0.05
C 2.42583 2.06622 -2.29880 -0.09
C 6.00602 -2.32895 4.94009 -0.07
C -1.53931 1.68724 -2.70700 -0.07
H -0.48817 -7.19943 0.41682 0.10
C 1.53912 3.08998 -2.58972 -0.01
C 2.60257 -0.98655 4.14353 -0.09
C -3.42472 3.76041 -2.48625 -0.08
H -1.19600 -3.25734 1.64077 0.14
C -3.03213 -1.39646 -1.88245 -0.03
C 2.58160 -6.01679 1.49806 -0.06
C 1.91868 4.14189 -3.41086 -0.07
C -3.55602 -1.90385 1.72012 -0.15
C 2.42346 -5.75512 2.85222 -0.08
H 5.11945 3.20218 -4.02976 0.12
C 2.05722 -5.14797 0.55241 -0.02
S -3.50510 3.27171 0.27189 1.14
H -2.16504 -7.00919 -1.55983 0.10
C 2.50477 0.18263 1.97478 -0.18
C 1.19761 -3.46764 -2.59092 -0.01
H 2.41664 -0.03220 -1.87221 0.14
C 1.22884 -3.73948 2.30668 -0.05
C -3.76376 -1.44913 -3.06262 -0.06
H 1.21548 4.93134 -3.63919 0.11
C -0.69563 -3.47760 -0.45569 -0.17
H 2.17816 -5.36442 -0.50127 0.13
H -0.81200 0.89640 -2.81779 0.10
H -4.16186 4.54861 -2.39168 0.12
H 3.97757 -2.85978 -4.43720 0.11
C -4.31497 -2.38442 3.95446 -0.06
H -2.16386 -0.74951 -1.83673 0.07
C -2.01588 2.05640 -1.45134 -0.29
H 3.62513 -2.19454 1.91933 0.09
C 2.06892 0.89655 -1.42094 -0.33
H -3.26192 3.91306 -4.61264 0.11
H 1.68892 -3.76687 -4.65597 0.11
H -1.89580 -7.01468 1.48105 0.10
C -2.63320 -2.12108 0.52874 -0.32
C -5.20756 -1.32601 3.89218 -0.08
C 3.20065 4.17466 -3.93682 -0.07
H 2.83426 -6.43349 3.58967 0.11
C 2.92640 -2.50810 -1.23944 -0.04
N -1.67378 1.49144 -0.20260 -0.05
```

Values from the calculation:
- orbital gap (alpha / beta) (eV) = 7.4 / 7.6
- strongest force on any atom (Eh/bohr) = 0.01495
- HOMO energy (alpha / beta) (eV) = -10.6 / -10.6
- 2S+1 = 2
- calculated total energy (eV) = -158025.7752
- charge = +1
- LUMO energy (alpha / beta) (eV) = -3.22 / -2.99
- energy relative to the best compared isomer or geometry (same formula, charge and spin) (kJ/mol) = 0.0

=====

# C26H38F3N4O6S

A cluster of 2 separate species, C26H38F3N4O6S in total (ωB97M-V/def2-TZVPD, OMol25).

```
78
Properties=species:S:1:pos:R:3:lowdin_charge:R:1
C -3.98400 0.98437 -0.00076 -0.07
H -2.56288 -2.58613 -0.00504 0.11
H 0.77164 1.12376 -3.24150 0.15
C 4.25848 1.75596 -0.32706 -0.05
N 3.90435 -0.96532 -2.73199 0.22
H 6.58300 -2.45918 1.50607 0.08
H 6.18577 2.10979 0.53197 0.13
C 4.56284 0.58700 -0.99572 -0.06
C 1.50195 0.33464 -3.12266 -0.03
C -10.91993 -1.57510 2.14781 -0.21
H 5.23898 0.12427 2.16196 0.07
F 5.49219 4.21078 2.62145 0.17
C 0.63085 -1.99796 -3.65227 -0.01
C -4.81790 -0.07360 0.35617 -0.06
H 7.66267 -1.45589 0.50185 0.08
C -9.75173 -1.39134 3.12623 -0.22
C 0.77206 -0.90665 -2.59231 -0.38
H -2.01301 1.60295 -0.62384 0.11
H -4.88940 -2.21913 0.63953 0.10
H -5.84146 0.09044 0.63066 0.07
H 3.50513 -0.96509 -3.66403 0.12
C 3.64603 0.14808 -1.98828 -0.21
S -8.68954 -1.19538 0.73716 0.66
C 5.61028 -1.68852 -0.28353 -0.38
H 5.12692 3.47366 0.52854 0.12
F 3.63799 3.55428 3.46729 0.15
C 4.76327 1.99218 2.13164 -0.23
H 6.49351 -0.17717 -1.56164 0.14
H 4.01238 -1.04981 1.10876 0.07
C -2.65571 0.77708 -0.35748 -0.03
C 2.60324 3.65988 0.06119 -0.11
C 6.85174 -2.17683 0.49607 -0.04
C -10.47601 -1.01112 0.79145 -0.22
C -8.50852 -1.87300 2.38438 -0.23
H -0.47604 -1.82624 -0.50402 0.12
H -11.14796 -2.63778 2.04835 0.12
H -0.05873 -0.14942 -0.12667 0.12
H 6.34743 0.24339 0.10584 0.09
C 5.16006 2.40061 0.68779 -0.04
C -2.96069 -1.58002 -0.00384 -0.04
H 1.32584 -1.33831 -1.75587 0.13
F 5.49923 2.79909 4.23217 0.19
H 3.49420 -2.15833 -0.13883 0.07
H -10.69769 0.05024 0.70004 0.11
O -8.08798 0.11788 0.71461 -0.33
O 5.55740 0.92177 2.59304 0.03
N 2.16421 1.90860 -1.48370 0.22
N 2.51219 0.81539 -2.16058 -0.01
H -9.90430 -1.94862 4.04879 0.12
H 7.23559 -3.08038 0.03302 0.08
O 3.33380 4.74440 -0.52268 -0.09
H 1.97177 0.15783 -4.08384 0.12
C -2.12951 -0.52114 -0.36577 -0.21
C 4.32050 -1.91744 0.52425 -0.04
H 4.43285 -2.76646 1.18753 0.09
H 4.89806 -1.13036 -2.82514 0.12
H 1.43198 -2.72519 -3.56100 0.08
O -0.49022 -0.50161 -2.11408 -0.10
C 5.80966 -0.20666 -0.71184 -0.10
H -0.30223 -2.53026 -3.50926 0.09
H -11.82250 -1.07843 2.49895 0.12
O -8.32795 -2.19210 -0.23697 -0.32
H 0.62736 -1.59006 -4.65831 0.08
O 3.32207 5.96797 -2.25396 0.11
H 2.88382 3.63960 1.10254 0.11
C -0.70873 -0.78712 -0.73814 -0.17
H -10.90465 -1.55332 -0.04694 0.10
H 3.71921 1.68243 2.14217 0.16
H -7.57440 -1.52039 2.81607 0.11
N 2.70337 5.14293 -1.72997 -0.02
H -9.64508 -0.33577 3.38443 0.12
C 4.87190 3.15856 3.12928 -0.61
H 1.54285 3.84160 -0.06870 0.13
H 5.53223 -2.31625 -1.16418 0.11
C 3.00706 2.37494 -0.61713 -0.16
H -4.38628 1.98592 -0.00495 0.10
C -4.28985 -1.36505 0.36501 -0.06
H -8.49499 -2.95832 2.29045 0.11
```

Values from the calculation:
- orbital gap (eV) = 7.0
- strongest force on any atom (Eh/bohr) = 0.01920
- HOMO energy (eV) = -11.0
- calculated total energy (eV) = -64802.1114
- charge = +1
- LUMO energy (eV) = -3.98

=====

# H32O16

A cluster of 16 separate species, H32O16 in total (ωB97M-V/def2-TZVPD, OMol25).

```
48
Properties=species:S:1:pos:R:3:lowdin_charge:R:1
H -1.00942 -3.18327 2.85273 0.03
H 0.99258 2.80273 -0.07227 -0.02
O -0.10842 2.93073 -3.03727 -0.04
O 1.02258 1.25973 1.75273 -0.01
H 1.97458 -0.80227 -2.96927 0.05
H -3.94742 0.16173 0.62073 0.02
H -3.04442 1.02773 -0.22727 -0.02
H 0.24458 1.53473 2.23573 0.06
H -1.05242 2.85473 -3.16627 0.04
H -1.05042 2.67873 0.02073 0.04
O -1.70042 0.31873 2.33473 -0.01
H 2.52258 2.02873 -0.62727 0.07
H -1.22142 -2.45827 1.44373 -0.02
O -0.91342 -2.49827 -2.17827 -0.05
H 1.67558 1.67373 2.27773 0.07
H 0.55158 0.17873 0.65273 0.00
O -0.60442 -2.76927 2.12573 -0.03
O -1.61442 1.88473 0.10573 -0.05
H 1.62158 -0.40727 -1.53627 -0.05
O -1.25942 0.20673 -2.66427 -0.05
H 1.27458 -1.73627 2.74973 -0.03
O 1.93358 -2.71627 0.42473 -0.09
O 3.52558 -0.10827 0.72173 -0.01
H -2.56542 0.52173 2.66373 0.06
H -2.66042 -1.27127 0.01073 -0.01
H -0.34842 0.10973 -0.51027 -0.01
H -0.36542 -1.80827 -1.78927 0.00
H -1.61142 -0.62827 2.26773 0.03
H -1.77942 -2.17027 -2.49527 0.05
H -0.59442 0.15673 -3.37927 0.07
H -1.36642 1.51873 0.93073 -0.03
H 0.73058 3.78773 0.97973 0.06
H 2.51058 -2.23227 3.47773 0.03
O 0.55858 3.65073 0.03373 -0.05
H -1.89642 -2.31227 -0.64727 -0.01
H -1.97342 -0.35427 -3.03527 0.07
H 1.16658 -2.10927 0.36873 -0.01
H 2.31858 -2.75927 -0.48827 0.05
O -2.32242 -2.13427 0.17073 -0.02
H 3.37958 -0.18027 1.64673 0.00
O -3.75042 0.37773 -0.27327 -0.04
H 2.10158 1.94673 -2.09127 0.12
H 0.03958 2.28173 -2.36327 -0.03
O 1.91858 -1.50027 3.39173 -0.04
O 0.15258 -0.46427 0.02973 -0.05
O 1.92258 -1.11827 -2.06427 -0.03
H 2.70158 0.29473 0.51873 -0.05
O 1.91958 1.53373 -1.19427 -0.06
```

Values from the calculation:
- orbital gap (eV) = 9.3
- strongest force on any atom (Eh/bohr) = 0.04468
- HOMO energy (eV) = -9.7
- calculated total energy (eV) = -33279.8442
- LUMO energy (eV) = -0.40
- energy relative to the best compared isomer or geometry (same formula, charge and spin) (kJ/mol) = 491.1